{"formula": "C4H8N2", "method": "wB97M-V/def2-TZVPD", "symbols": ["C", "C", "C", "C", "N", "N", "H", "H", "H", "H", "H", "H", "H", "H"], "positions_angstrom": [[-0.312224, 0.631509, -0.026587], [-1.523950, -1.509981, -0.168204], [1.129127, 0.724184, 0.038462], [1.776594, -0.491732, -0.060194], [-0.872282, -0.511373, 0.095127], [-1.110521, 1.705473, -0.033626], [-1.708865, -2.245514, 0.835406], [-1.929834, -1.988459, -1.084992], [1.613455, 1.701861, 0.212999], [1.079436, -1.227628, -0.501668], [1.759875, -0.710932, 1.088059], [2.850881, -0.575704, -0.294324], [-0.688003, 2.666839, -0.154455], [-2.063691, 1.831460, 0.054001]], "atomic_forces_ev_per_a": [[-3.99, 1.75, 0.23], [-1.65, -4.72, 3.49], [1.04, 0.69, -0.05], [0.69, -1.20, 0.01], [0.91, 0.40, -0.70], [4.82, 2.76, -0.52], [0.14, 1.88, -2.64], [0.49, 1.01, -0.10], [-0.17, -0.41, -0.09], [1.01, -0.15, 0.31], [0.01, 0.12, -0.47], [-0.36, 0.31, 0.02], [-0.22, -1.50, 0.38], [-2.71, -0.93, 0.14]], "gap_ha": 0.260, "e_lumo_ev": -12.8, "mol_weight_g_mol": 84.12, "e_tot_ha": -265.881606, "charge": 2, "homo_energy_ev": -19.89}